{"formula": "C20H28F6N6O4RbS2Si2", "method": "wB97M-V/def2-TZVPD", "mol_weight_g_mol": 736.244, "total_charge": -1, "max_force_ev_per_a": 1.05, "orbital_gap_ha": 0.186, "species": ["Rb", "C", "Si", "C", "C", "C", "C", "C", "C", "C", "C", "N", "Si", "C", "C", "C", "H", "H", "H", "H", "H", "H", "H", "H", "H", "H", "H", "H", "H", "H", "H", "H", "H", "H", "H", "H", "H", "H", "F", "C", "F", "F", "S", "O", "O", "N", "S", "O", "O", "C", "F", "F", "F", "N", "C", "C", "N", "C", "C", "N", "C", "C", "N", "H", "H", "H", "H", "H", "H"], "xyz": [[0.179, 0.229, -1.470], [1.551, -2.066, 4.011], [0.919, -1.589, 2.280], [1.703, -2.922, 1.178], [-0.955, -1.888, 2.359], [1.324, 0.055, 1.675], [2.698, 0.165, 1.147], [3.821, 0.377, 1.979], [5.086, 0.454, 1.447], [5.251, 0.317, 0.070], [4.117, 0.115, -0.687], [2.884, 0.046, -0.182], [0.585, 1.552, 2.381], [1.451, 3.092, 1.721], [0.677, 1.694, 4.282], [-1.257, 1.722, 1.991], [1.295, -3.091, 4.292], [1.137, -1.392, 4.764], [2.638, -1.972, 4.048], [1.350, -3.927, 1.422], [2.787, -2.902, 1.316], [1.499, -2.726, 0.129], [-1.174, -2.951, 2.519], [-1.450, -1.568, 1.454], [-1.383, -1.334, 3.197], [3.660, 0.470, 3.045], [5.946, 0.616, 2.086], [6.228, 0.373, -0.392], [4.196, 0.016, -1.766], [2.514, 3.064, 1.965], [1.025, 4.004, 2.146], [1.353, 3.148, 0.637], [1.716, 1.654, 4.614], [0.153, 0.855, 4.746], [0.234, 2.617, 4.665], [-1.416, 1.770, 0.911], [-1.675, 2.629, 2.433], [-1.812, 0.867, 2.374], [-3.198, 1.507, -5.563], [-2.358, 0.598, -5.063], [-2.298, -0.425, -5.927], [-2.880, 0.133, -3.920], [-0.669, 1.297, -4.800], [0.080, 0.220, -4.199], [-0.254, 1.739, -6.099], [-1.076, 2.448, -3.811], [-0.054, 3.153, -2.850], [-0.385, 2.937, -1.470], [1.321, 3.057, -3.250], [-0.534, 4.912, -3.133], [-1.818, 5.121, -2.827], [-0.348, 5.264, -4.407], [0.211, 5.718, -2.367], [-4.385, -1.830, -0.899], [-4.895, -0.559, -0.771], [-3.810, 0.262, -0.651], [-2.660, -0.466, -0.764], [-3.026, -1.712, -0.920], [-2.117, -2.835, -1.073], [-0.913, -2.771, -1.589], [-0.421, -4.047, -1.554], [-1.333, -4.891, -0.990], [-2.428, -4.109, -0.703], [-4.925, -2.648, -1.119], [-5.952, -0.369, -0.755], [-3.780, 1.327, -0.503], [0.567, -4.269, -1.916], [-1.311, -5.942, -0.770], [-3.201, -4.393, -0.127]], "nbo_charge": [0.91, -1.13, 1.72, -1.12, -1.12, -1.49, 0.30, -0.29, -0.17, -0.31, 0.04, -0.52, 1.71, -1.12, -1.12, -1.12, 0.21, 0.22, 0.22, 0.21, 0.23, 0.22, 0.21, 0.23, 0.22, 0.21, 0.20, 0.20, 0.18, 0.22, 0.22, 0.24, 0.22, 0.21, 0.21, 0.23, 0.22, 0.22, -0.32, 0.72, -0.32, -0.32, 2.27, -0.96, -0.92, -1.25, 2.25, -0.95, -0.92, 0.72, -0.32, -0.31, -0.32, -0.52, -0.10, -0.07, -0.44, 0.29, 0.30, -0.44, -0.07, -0.11, -0.52, 0.41, 0.21, 0.23, 0.22, 0.22, 0.41]}